{
  "formula": "C87H196N12O14",
  "method": "ωB97M-V/def2-TZVPD",
  "symbols": ["C", "C", "C", "C", "C", "C", "C", "C", "C", "N", "O", "H", "H", "H", "H", "H", "H", "H", "H", "H", "H", "H", "H", "H", "H", "H", "H", "H", "H", "H", "C", "C", "C", "C", "C", "C", "C", "C", "C", "N", "O", "H", "H", "H", "H", "H", "H", "H", "H", "H", "H", "H", "H", "H", "H", "H", "H", "H", "H", "H", "C", "C", "C", "C", "C", "C", "C", "C", "C", "N", "O", "H", "H", "H", "H", "H", "H", "H", "H", "H", "H", "H", "H", "H", "H", "H", "H", "H", "H", "H", "C", "C", "C", "C", "C", "C", "C", "C", "C", "N", "O", "H", "H", "H", "H", "H", "H", "H", "H", "H", "H", "H", "H", "H", "H", "H", "H", "H", "H", "H", "C", "C", "C", "C", "C", "C", "C", "C", "C", "N", "O", "H", "H", "H", "H", "H", "H", "H", "H", "H", "H", "H", "H", "H", "H", "H", "H", "H", "H", "H", "C", "C", "C", "C", "C", "C", "C", "C", "C", "N", "O", "H", "H", "H", "H", "H", "H", "H", "H", "H", "H", "H", "H", "H", "H", "H", "H", "H", "H", "H", "C", "C", "C", "C", "C", "C", "C", "C", "C", "N", "O", "H", "H", "H", "H", "H", "H", "H", "H", "H", "H", "H", "H", "H", "H", "H", "H", "H", "H", "H", "C", "O", "C", "C", "C", "N", "H", "H", "H", "H", "H", "H", "H", "H", "H", "H", "H", "C", "O", "C", "C", "C", "N", "H", "H", "H", "H", "H", "H", "H", "H", "H", "H", "H", "C", "O", "C", "C", "C", "N", "H", "H", "H", "H", "H", "H", "H", "H", "H", "H", "H", "C", "O", "C", "C", "N", "C", "C", "O", "C", "H", "H", "H", "H", "H", "H", "H", "H", "H", "H", "H", "H", "H", "H", "H", "C", "O", "C", "C", "N", "C", "C", "O", "C", "H", "H", "H", "H", "H", "H", "H", "H", "H", "H", "H", "H", "H", "H", "H"],
  "xyz": [[8.419, -1.819, 3.610], [9.104, -0.387, 3.623], [10.032, -0.394, 4.762], [9.845, -0.143, 2.336], [8.811, 0.129, 1.182], [7.905, 1.283, 1.509], [7.124, 1.074, 2.760], [6.485, 2.450, 3.173], [5.932, 0.025, 2.608], [8.124, 0.756, 3.819], [7.309, 0.524, 4.972], [7.632, -1.916, 4.268], [8.123, -2.104, 2.608], [9.161, -2.641, 3.957], [10.348, 0.594, 4.869], [9.486, -0.617, 5.688], [10.927, -0.972, 4.534], [10.550, 0.691, 2.489], [10.436, -1.054, 2.135], [9.390, 0.328, 0.267], [8.190, -0.713, 0.983], [7.297, 1.462, 0.551], [8.517, 2.184, 1.586], [7.296, 3.151, 3.124], [6.065, 2.490, 4.177], [5.680, 2.654, 2.392], [5.501, -0.243, 3.612], [6.282, -0.943, 2.150], [5.220, 0.489, 1.897], [7.297, 1.386, 5.432], [0.985, 8.060, 1.052], [0.877, 6.609, 1.554], [2.128, 5.932, 1.145], [0.666, 6.468, 3.115], [-0.793, 6.746, 3.615], [-1.851, 5.968, 2.910], [-1.732, 5.994, 1.396], [-2.671, 4.980, 0.770], [-2.152, 7.395, 0.882], [-0.278, 5.689, 1.029], [-0.247, 5.653, -0.424], [1.004, 8.130, -0.042], [0.193, 8.625, 1.493], [2.002, 8.401, 1.356], [2.994, 6.389, 1.639], [2.138, 4.872, 1.475], [2.283, 5.922, 0.046], [0.856, 5.468, 3.334], [1.375, 7.069, 3.567], [-0.967, 6.555, 4.666], [-1.092, 7.836, 3.507], [-2.891, 6.172, 3.187], [-1.700, 4.890, 3.158], [-2.338, 3.957, 0.975], [-2.611, 5.215, -0.291], [-3.747, 5.149, 1.179], [-3.212, 7.286, 0.719], [-1.628, 7.578, -0.123], [-1.948, 8.175, 1.601], [0.166, 4.768, -0.596], [4.783, -1.364, -1.674], [4.619, -2.909, -1.848], [5.193, -3.228, -3.178], [5.424, -3.645, -0.701], [4.654, -3.655, 0.665], [3.188, -4.204, 0.424], [2.382, -3.469, -0.617], [1.246, -4.440, -0.981], [1.787, -2.195, -0.076], [3.228, -3.464, -1.864], [2.501, -2.901, -2.985], [5.167, -0.875, -2.561], [3.771, -0.907, -1.604], [5.365, -0.963, -0.859], [6.260, -3.179, -3.122], [4.988, -4.264, -3.639], [4.910, -2.479, -3.945], [5.716, -4.674, -0.975], [6.336, -3.100, -0.612], [5.201, -4.307, 1.319], [4.652, -2.636, 1.015], [2.614, -4.185, 1.318], [3.298, -5.252, 0.174], [0.621, -4.577, -0.089], [1.519, -5.378, -1.281], [0.560, -3.948, -1.645], [2.547, -1.719, 0.486], [0.947, -2.492, 0.529], [1.418, -1.519, -0.784], [2.273, -1.948, -2.803], [3.467, 0.081, 6.207], [3.158, -1.327, 6.705], [4.317, -1.857, 7.533], [1.852, -1.355, 7.509], [0.592, -1.203, 6.728], [0.513, -2.301, 5.718], [1.721, -2.239, 4.833], [1.769, -3.521, 3.950], [1.676, -1.010, 3.904], [2.936, -2.360, 5.656], [4.050, -2.299, 4.745], [2.693, 0.529, 5.652], [3.700, 0.700, 7.056], [4.289, 0.029, 5.492], [4.596, -1.228, 8.428], [4.011, -2.830, 8.011], [5.210, -2.147, 6.939], [1.882, -2.259, 8.092], [2.057, -0.558, 8.268], [-0.249, -1.151, 7.403], [0.510, -0.224, 6.265], [-0.362, -2.168, 5.101], [0.462, -3.274, 6.202], [1.969, -4.449, 4.526], [2.533, -3.285, 3.186], [0.783, -3.633, 3.464], [1.180, -1.325, 2.969], [2.689, -0.728, 3.625], [1.219, -0.147, 4.409], [4.582, -2.995, 5.137], [0.107, -4.119, -5.302], [-0.752, -5.358, -4.780], [-1.649, -5.883, -5.990], [0.265, -6.258, -4.183], [-0.248, -7.464, -3.492], [-1.280, -7.001, -2.318], [-2.294, -5.941, -2.787], [-3.456, -6.657, -3.464], [-2.839, -5.167, -1.633], [-1.601, -4.936, -3.607], [-2.581, -4.013, -4.088], [0.536, -4.449, -6.240], [-0.603, -3.344, -5.466], [0.783, -3.733, -4.514], [-1.383, -5.244, -6.831], [-1.554, -6.971, -6.188], [-2.741, -5.923, -5.736], [0.984, -6.587, -4.914], [0.884, -5.572, -3.521], [-0.843, -8.156, -4.045], [0.541, -8.081, -3.074], [-0.623, -6.559, -1.584], [-1.798, -7.888, -1.806], [-4.095, -7.049, -2.657], [-3.080, -7.483, -4.032], [-4.139, -5.959, -4.014], [-1.967, -4.596, -1.224], [-3.293, -5.837, -0.925], [-3.571, -4.446, -1.961], [-3.192, -4.494, -4.645], [-4.642, 2.720, 5.966], [-4.093, 2.349, 4.607], [-4.636, 3.344, 3.487], [-2.597, 2.595, 4.657], [-1.817, 1.518, 5.439], [-2.153, 0.162, 4.822], [-3.609, -0.219, 4.748], [-3.659, -1.428, 3.826], [-4.159, -0.793, 6.167], [-4.285, 0.971, 4.123], [-5.695, 0.715, 3.930], [-5.618, 2.241, 6.181], [-3.919, 2.433, 6.800], [-4.716, 3.760, 5.983], [-4.283, 4.347, 3.715], [-4.276, 3.028, 2.527], [-5.708, 3.277, 3.527], [-2.275, 2.609, 3.586], [-2.341, 3.600, 5.103], [-0.765, 1.721, 5.428], [-1.915, 1.539, 6.489], [-1.542, -0.605, 5.253], [-1.740, 0.214, 3.776], [-3.111, -1.294, 2.905], [-4.735, -1.510, 3.548], [-3.426, -2.424, 4.266], [-3.591, -1.712, 6.433], [-5.235, -1.086, 6.104], [-3.987, -0.131, 6.987], [-6.160, 0.574, 4.800], [-2.546, 1.319, -7.991], [-1.707, 0.071, -7.844], [-0.317, 0.384, -8.380], [-1.665, -0.527, -6.427], [-2.940, -1.093, -5.954], [-3.331, -2.230, -6.950], [-3.504, -1.755, -8.413], [-3.619, -2.951, -9.353], [-4.800, -0.892, -8.533], [-2.249, -1.073, -8.760], [-2.416, -0.461, -10.106], [-2.735, 1.493, -9.026], [-3.445, 1.188, -7.332], [-2.036, 2.167, -7.562], [0.143, 1.060, -7.674], [0.346, -0.492, -8.509], [-0.342, 0.882, -9.372], [-0.921, -1.292, -6.364], [-1.427, 0.215, -5.718], [-2.920, -1.574, -4.962], [-3.732, -0.349, -5.954], [-4.312, -2.699, -6.651], [-2.549, -3.007, -6.937], [-4.499, -3.544, -9.222], [-2.690, -3.540, -9.260], [-3.767, -2.585, -10.414], [-4.863, -0.519, -9.599], [-4.743, -0.034, -7.864], [-5.711, -1.424, -8.273], [-2.060, -1.164, -10.623], [-6.558, -3.346, -4.425], [-7.398, -2.247, -4.569], [-8.397, -2.476, -5.615], [-9.018, -1.078, -6.052], [-9.387, -0.327, -4.783], [-10.201, -1.216, -6.834], [-6.134, -3.659, -5.452], [-7.204, -4.151, -4.025], [-5.645, -3.126, -3.854], [-7.765, -2.923, -6.389], [-9.230, -3.123, -5.276], [-8.237, -0.578, -6.578], [-8.614, 0.103, -4.203], [-9.912, -1.020, -4.086], [-10.111, 0.542, -5.016], [-10.077, -1.509, -7.872], [-10.829, -1.917, -6.439], [1.395, 0.533, -4.527], [1.989, 0.375, -3.284], [1.405, 1.288, -2.264], [2.102, 2.628, -2.350], [3.613, 2.328, -2.419], [1.698, 3.443, -1.210], [1.526, 1.573, -4.863], [0.290, 0.362, -4.492], [1.834, -0.188, -5.243], [0.280, 1.339, -2.346], [1.580, 0.851, -1.281], [1.763, 3.149, -3.293], [4.067, 3.230, -2.064], [3.865, 2.043, -3.447], [3.948, 1.551, -1.781], [1.792, 2.928, -0.371], [2.304, 4.255, -1.203], [1.545, 3.430, 8.020], [2.807, 3.718, 7.387], [2.763, 4.381, 6.128], [4.174, 4.524, 5.589], [5.200, 5.450, 6.271], [3.972, 4.836, 4.083], [1.823, 2.811, 8.850], [0.789, 3.020, 7.338], [1.063, 4.328, 8.492], [2.257, 3.839, 5.370], [2.197, 5.349, 6.208], [4.563, 3.451, 5.823], [5.167, 5.265, 7.374], [4.939, 6.463, 6.070], [6.144, 5.244, 5.840], [4.870, 4.705, 3.639], [3.619, 5.755, 4.008], [2.768, 1.849, 1.780], [1.644, 1.490, 1.056], [0.437, 2.038, 1.640], [-0.713, 1.580, 0.795], [-0.857, 0.117, 0.875], [-2.159, -0.227, 0.270], [-2.002, -1.736, -0.053], [-0.964, -2.032, -1.070], [-1.372, -1.759, -2.379], [2.684, 2.929, 2.127], [3.654, 1.694, 1.193], [2.850, 1.231, 2.686], [0.583, 3.101, 1.691], [0.380, 1.514, 2.647], [-0.413, 1.838, -0.225], [-1.661, 2.081, 1.076], [-0.108, -0.290, 0.324], [-2.371, 0.346, -0.658], [-2.928, 0.015, 0.970], [-2.981, -2.074, -0.467], [-1.783, -2.387, 0.807], [-0.592, -2.199, -2.995], [-1.360, -0.656, -2.492], [-2.319, -2.144, -2.721], [-1.793, 3.277, -2.600], [-2.047, 2.111, -3.258], [-3.214, 2.090, -4.052], [-4.498, 1.984, -3.224], [-4.654, 0.627, -2.701], [-5.964, 0.487, -2.005], [-6.115, -0.777, -1.206], [-5.147, -0.977, -0.118], [-5.454, -0.033, 0.969], [-2.542, 3.539, -1.942], [-1.856, 4.024, -3.374], [-0.805, 3.217, -2.119], [-3.200, 1.201, -4.688], [-3.260, 3.035, -4.685], [-5.297, 2.426, -3.893], [-4.397, 2.715, -2.410], [-3.976, 0.467, -1.969], [-6.810, 0.498, -2.718], [-6.210, 1.344, -1.356], [-5.845, -1.600, -1.891], [-7.147, -0.853, -0.823], [-4.991, -0.446, 1.861], [-6.563, -0.028, 1.119], [-4.995, 0.959, 0.720]],
  "mulliken_charge": [-1.457, 1.967, -2.142, -1.433, -0.123, -0.965, 1.687, -1.579, 0.238, 0.114, -0.441, 0.183, 0.316, 0.395, 0.598, 0.331, 0.437, 0.338, 0.434, 0.459, -0.218, 0.163, 0.369, 0.632, -0.037, 0.183, -0.217, -0.301, -0.365, 0.327, -1.710, 1.704, -1.373, -1.322, -1.366, -0.138, 1.269, -0.887, -1.799, 1.020, -0.703, 0.288, 0.405, 0.460, 0.657, -0.328, 0.225, 0.208, 0.688, 0.561, 0.336, 0.796, -0.688, -0.694, 0.850, 0.307, 0.550, 0.195, 0.345, 0.263, -0.522, 2.509, -2.000, -2.054, 0.479, -2.175, 1.825, -2.345, 0.562, 0.048, -0.348, 0.380, -0.343, -0.157, 0.545, 0.256, 0.316, 0.320, 0.462, 0.861, -0.730, 0.471, 0.483, 0.546, 1.201, -0.283, 0.285, 0.107, -0.845, 0.245, -1.188, 2.438, -1.984, -1.976, 1.033, -1.615, 1.186, -1.698, 1.012, -0.146, -0.170, 0.063, 0.758, -0.433, 0.323, 0.463, 0.214, 0.340, 0.454, 0.794, -0.706, 0.257, 0.440, 0.445, 0.230, 0.309, 0.118, -0.588, -0.718, 0.338, -0.967, 1.830, -1.485, -0.590, -1.101, -1.208, 1.807, -1.662, -1.479, -0.097, 1.288, 0.840, -0.441, -0.311, 0.478, 0.320, 0.159, 0.539, -0.394, 0.403, 0.520, 0.170, 0.350, 0.556, 0.472, -0.139, -0.160, 0.709, 0.061, -0.342, -1.791, 1.234, -1.458, 0.442, -1.972, 1.006, 2.017, -2.289, -1.771, 1.334, -0.494, 0.192, 0.252, 0.578, 0.358, -0.094, 0.590, -1.177, 0.706, 0.419, 0.784, -0.568, -0.969, 0.148, 0.623, 0.445, 0.350, 0.408, 0.370, 0.277, -1.520, 1.517, -1.913, 0.575, 0.203, -0.364, 2.528, -2.141, -1.795, 0.020, -0.525, 0.464, 0.016, 0.467, 0.352, 0.371, 0.402, 0.005, -0.150, -0.841, 0.543, -0.156, -0.531, 0.398, 0.405, 0.492, 0.364, 0.260, 0.408, 0.369, -0.585, -0.099, -0.625, 0.459, -0.897, -0.714, 0.233, 0.405, -0.099, 0.328, 0.205, 0.325, -0.116, 0.266, 0.350, 0.273, 0.265, -0.884, -0.171, 1.572, -0.091, -1.707, 0.218, 0.454, 0.137, 0.345, -1.055, -0.105, 0.489, 0.604, 0.261, 0.136, -0.353, 0.148, -0.432, -0.366, -0.388, 1.136, -1.720, -0.276, 0.325, -0.016, 0.293, 0.052, 0.402, -0.456, 0.330, 0.422, 0.407, 0.242, 0.166, 0.079, 1.075, -0.213, 0.573, 1.137, 0.899, -2.262, 1.905, -0.047, -0.643, 0.009, -0.069, -0.410, -0.436, -0.442, 0.196, -0.786, -0.290, -0.399, 0.154, 0.275, -0.368, 0.065, -0.081, -0.840, 0.357, -0.149, -0.897, 0.741, -0.078, -0.583, -0.190, -0.025, 0.422, 0.495, -0.388, -0.382, 0.421, 0.504, 0.285, -0.614, -0.241, 0.327, -0.093, 0.568, -0.642, 0.400, 0.179],
  "charge": 0,
  "mol_weight_g_mol": 1634.59,
  "smiles": "CC1(C)CCCC(C)(C)N1O.CC1(C)CCCC(C)(C)N1O.CC1(C)CCCC(C)(C)N1O.CC1(C)CCCC(C)(C)N1O.CC1(C)CCCC(C)(C)N1O.CC1(C)CCCC(C)(C)N1O.CC1(C)CCCC(C)(C)N1O.COC[C@H](C)N.COC[C@H](C)N.COC[C@H](C)N.COCCNCCOC.COCCNCCOC",
  "e_lumo_ev": 0.4,
  "energy_ha": -5142.2554
}